(1)
Entry from OMol25: C11H9NO9SbSe4Tc as an isolated structure in a non-equilibrium geometry (ωB97M-V with the def2-TZVPD basis set).

Each line ends with the Löwdin charge.
Positions of all 36 atoms, in Å:
Tc -0.317 0.259 -0.112  1.295
O -0.580 0.729 3.574  0.143
C -0.189 0.439 2.312  -0.652
O -1.114 -0.135 1.530  -0.177
C 1.117 -0.395 2.291  -0.037
O 1.313 -0.848 0.958  -0.203
C 2.549 -0.535 0.319  -0.036
C 2.295 0.619 -0.696  -0.552
O 3.033 1.531 -0.874  0.189
O 1.134 0.409 -1.283  -0.274
H -1.471 0.407 3.768  0.161
H 1.940 0.217 2.661  0.160
H 0.969 -1.265 2.939  0.166
H 3.331 -0.252 1.021  0.151
H 2.864 -1.427 -0.238  0.156
O -1.531 1.682 -0.882  -0.166
C -1.785 2.800 -0.377  -0.065
C -1.410 3.378 0.876  -0.073
C -2.038 4.603 1.202  0.095
C -1.795 5.218 2.407  -0.086
C -0.892 4.687 3.324  0.091
C -0.240 3.503 3.026  0.061
C -0.489 2.842 1.828  -0.161
O 0.200 1.690 1.558  -0.040
N -2.516 6.475 2.733  -0.356
O -2.241 6.982 3.783  0.137
O -3.313 6.851 1.918  0.125
H -2.438 3.435 -0.992  0.163
H -2.727 5.070 0.510  0.142
H -0.707 5.215 4.248  0.145
H 0.467 3.081 3.722  0.142
Se -1.607 -1.579 -5.241  0.125
Sb -2.843 -3.906 -3.789  0.594
Se -0.996 -0.371 -3.509  0.169
Se -1.257 -1.393 -1.528  0.365
Se -1.575 -5.773 -4.372  0.101

Results
- Energy relative to the best compared isomer or geometry (same formula, charge and spin): 40.7 kcal per mole
- E_HOMO: -0.5314 Eh
- M: 834.8 g mol⁻¹
- 2S+1: 1
- Total charge: +2
- E: -11082.54224 hartree



(2)
Entry from OMol25: one molecule with the formula C5H8O in a non-equilibrium geometry (ωB97M-V with the def2-TZVPD basis set).

Each line ends with the Löwdin charge.
Positions of all 14 atoms, in Å:
O -1.006 1.900 -0.137  -0.018
C -0.699 0.718 0.563  -0.298
C -1.102 -0.539 -0.240  -0.094
C 0.296 -1.068 -0.038  -0.240
C 1.382 -0.102 -0.477  -0.098
C 0.778 0.044 0.846  -0.166
H -0.975 1.720 -1.095  0.090
H -0.802 0.852 1.621  0.130
H -1.315 -0.323 -1.302  0.113
H -1.925 -1.167 0.120  0.112
H 0.514 -2.120 0.055  0.126
H 1.157 0.741 -1.127  0.102
H 2.371 -0.527 -0.580  0.101
H 1.327 -0.130 1.792  0.140

Results
- Energy relative to the best compared isomer or geometry (same formula, charge and spin): 67.7 kcal per mole
- E_HOMO: -0.3464 Eh
- M: 84.1 g mol⁻¹
- 2S+1: 1
- Structure (SMILES): O[C@H]1C[C@H]2C[C@H]21
- Total charge: 0
- E: -270.45004 hartree



(3)
Entry from OMol25: an isolated ion of composition C4H7N2 and charge +1 in a non-equilibrium geometry (ωB97M-V with the def2-TZVPD basis set).

Each line ends with the Löwdin charge.
Positions of all 13 atoms, in Å:
C 0.330 0.731 -0.524  -0.043
C -0.821 -0.178 -0.613  -0.002
C 1.382 0.373 0.227  -0.071
C 1.447 -0.902 1.031  -0.092
N -2.844 0.760 -1.560  0.300
N -1.881 0.252 -1.049  0.040
H 0.089 1.720 -0.731  0.099
H -0.734 -1.160 -0.345  0.133
H 2.229 1.066 0.357  0.135
H 1.634 -1.875 0.531  0.096
H 0.442 -1.030 1.619  0.116
H 2.221 -0.945 1.872  0.109
H -3.493 1.188 -0.815  0.179

Results
- Energy relative to the best compared isomer or geometry (same formula, charge and spin): 109.8 kcal per mole
- E_HOMO: -0.5352 Eh
- M: 83.1 g mol⁻¹
- 2S+1: 1
- Structure (SMILES): C/C=C\C=[N+]=N
- Total charge: +1
- E: -265.73342 hartree



(4)
Entry from OMol25: C3H2CrO2 as an isolated structure in a non-equilibrium geometry (ωB97M-V with the def2-TZVPD basis set).

Each line ends with the Mulliken spin population.
Positions of all 8 atoms, in Å:
O 0.077 -0.582 -0.975  -0.014
C 0.373 -1.315 2.298  0.052
C -0.202 0.218 -0.090  -0.039
O 0.628 0.104 1.249  -0.011
C -0.562 -0.545 1.599  0.048
Cr -0.071 -0.994 -2.749  3.972
H -0.676 1.191 -0.292  -0.005
H -1.306 -0.042 2.229  -0.003

Results
- Energy relative to the best compared isomer or geometry (same formula, charge and spin): 117.6 kcal per mole
- ⟨S²⟩: 6.024
- E_HOMO (alpha / beta): -0.6900 / -0.6915 Eh
- M: 122.0 g mol⁻¹
- 2S+1: 5
- Total charge: +2
- E: -1309.39044 hartree



(5)
Entry from OMol25: C3H8O4 as an isolated structure in a non-equilibrium geometry (ωB97M-V with the def2-TZVPD basis set).

Each line ends with the Löwdin charge.
Positions of all 15 atoms, in Å:
O 2.487 0.718 -4.055  0.077
O 0.628 0.655 -2.724  0.052
O 1.122 -0.473 -0.755  -0.134
C 1.392 1.173 -3.634  -0.186
C 0.000 0.000 0.000  -0.076
C 0.977 -0.573 -2.153  -0.190
H 0.908 2.114 -3.961  0.168
H -0.939 -0.388 -0.431  0.092
H -0.005 1.100 -0.079  0.089
H 0.038 -0.276 1.067  0.095
H 1.900 -0.915 -2.658  0.143
H 0.174 -1.296 -2.393  0.152
O 4.181 -0.503 -4.259  -0.113
H 3.945 -1.448 -4.119  0.028
H 3.400 -0.001 -3.935  -0.198

Results
- Energy relative to the best compared isomer or geometry (same formula, charge and spin): 71.7 kcal per mole
- E_HOMO: -0.3494 Eh
- M: 108.1 g mol⁻¹
- 2S+1: 1
- Total charge: 0
- E: -419.97719 hartree